Entry 1:
{
  "formula": "C5H14NOS",
  "method": "ωB97M-V/def2-TZVPD",
  "symbols": ["C", "N", "C", "C", "S", "C", "C", "H", "H", "H", "H", "H", "H", "H", "H", "H", "H", "H", "H", "H", "H", "O"],
  "xyz": [[0.224, 1.944, 0.442], [1.358, 1.116, 0.194], [1.883, 0.424, 1.342], [2.750, -0.786, 0.920], [1.891, -2.391, 1.143], [-1.189, 1.222, 0.539], [-2.113, 1.721, -0.583], [0.101, 2.714, -0.335], [0.263, 2.530, 1.366], [1.136, 0.547, -0.601], [1.139, 0.035, 2.056], [2.466, 1.086, 2.009], [3.071, -0.656, -0.114], [3.613, -0.787, 1.589], [-1.605, 1.521, 1.497], [-1.173, 0.137, 0.466], [-2.510, 2.740, -0.540], [-1.569, 1.776, -1.535], [-2.971, 1.061, -0.739], [-1.529, -5.518, -2.826], [-2.788, -4.766, -3.242], [-2.449, -5.672, -3.049]],
  "de_lowest_kj_mol": 79.8,
  "s_squared": 0.75,
  "spin_multiplicity": 2,
  "energy_ev": -19781.490,
  "total_charge": -2,
  "orbital_gap_ev": [2.21, 5.94]
}

=====

Entry 2:
{
  "formula": "C5H14NS",
  "method": "ωB97M-V/def2-TZVPD",
  "symbols": ["C", "C", "C", "N", "H", "H", "H", "H", "H", "H", "H", "H", "C", "C", "S", "H", "H", "H", "H", "H", "H"],
  "xyz": [[0.347, -2.784, 0.150], [-0.566, -2.227, 1.229], [-0.808, 0.011, 2.156], [-0.619, -0.736, 1.147], [-0.086, -2.736, -0.854], [1.276, -2.217, 0.146], [0.472, -3.853, 0.316], [-1.593, -2.582, 1.155], [-0.176, -2.463, 2.220], [-0.899, 1.078, 1.991], [-0.875, -0.412, 3.154], [-0.043, -0.365, 0.328], [-0.997, 2.483, -1.160], [-0.055, 1.483, -1.804], [1.322, 0.948, -0.711], [-0.467, 3.385, -0.859], [-1.549, 2.064, -0.314], [-1.760, 2.740, -1.895], [-0.551, 0.572, -2.138], [0.417, 1.933, -2.676], [1.672, -0.103, -1.458]],
  "de_lowest_kj_mol": 120.9,
  "energy_ev": -17730.027,
  "total_charge": 1,
  "orbital_gap_ev": 8.50
}

=====

Entry 3:
{
  "formula": "C5H14NS",
  "method": "ωB97M-V/def2-TZVPD",
  "symbols": ["C", "C", "S", "N", "H", "H", "H", "H", "H", "H", "H", "H", "C", "C", "C", "H", "H", "H", "H", "H", "H"],
  "xyz": [[1.009, -1.198, 0.184], [0.862, -0.517, -1.193], [2.215, -1.067, -2.259], [-0.189, -0.818, 1.024], [1.918, -0.894, 0.695], [0.973, -2.283, 0.091], [0.937, 0.575, -1.155], [-0.112, -0.763, -1.634], [2.049, -0.150, -3.242], [-0.155, -1.161, 1.990], [-1.061, -1.150, 0.600], [-0.299, 0.217, 1.051], [-1.799, 1.557, 2.756], [-1.793, 1.903, 1.295], [-2.501, 1.353, 0.304], [-2.169, 2.406, 3.329], [-2.414, 0.690, 3.001], [-0.777, 1.371, 3.101], [-1.157, 2.751, 1.040], [-2.483, 1.745, -0.702], [-3.274, 0.625, 0.547]],
  "de_lowest_kj_mol": 184.7,
  "s_squared": 0.75,
  "spin_multiplicity": 2,
  "energy_ev": -17717.020,
  "total_charge": 2,
  "orbital_gap_ev": [8.69, 3.56]
}

=====

Entry 4:
{
  "formula": "C5H14NSi",
  "method": "ωB97M-V/def2-TZVPD",
  "symbols": ["C", "C", "C", "N", "C", "C", "Si", "H", "H", "H", "H", "H", "H", "H", "H", "H", "H", "H", "H", "H", "H"],
  "xyz": [[2.128, 1.507, -0.205], [1.092, 1.451, -1.077], [0.466, 0.125, -1.385], [-0.458, -0.485, -0.297], [-0.989, -1.794, -0.974], [-0.048, -0.734, 1.209], [-1.138, 0.644, 2.064], [2.619, 2.293, 0.444], [2.632, 0.497, -0.011], [0.661, 2.427, -1.378], [-0.115, 0.304, -2.260], [1.123, -0.658, -1.537], [-1.297, 0.095, -0.258], [-0.237, -2.075, -1.665], [-1.218, -2.454, -0.253], [-1.894, -1.533, -1.590], [1.084, -0.415, 1.150], [-0.085, -1.735, 1.541], [-1.292, 1.681, 1.035], [-0.672, 1.035, 3.453], [-2.363, -0.178, 1.994]],
  "de_lowest_kj_mol": 409.6,
  "energy_ev": -14770.121,
  "total_charge": 1,
  "orbital_gap_ev": 11.10
}